1.
# C36H55ClFN10O7P2RbS

A structure of composition C36H55ClFN10O7P2RbS in a non-equilibrium geometry (wB97M-V/def2-TZVPD, the OMol25 dataset).

Properties
Charge = -2
Frontier orbital gap = 5.17 eV
E_HOMO = -1.78 eV

```
114
C36H55ClFN10O7P2RbS wB97M-V/def2-TZVPD
H 2.82044 2.71198 2.24309
C 2.86373 3.73375 1.84986
H -4.20856 -2.93176 3.23474
H -3.65387 1.37459 -4.66574
C 0.51124 3.26150 -5.97600
H -0.67447 -2.58718 3.10771
H 3.85867 4.14956 2.02239
H -2.42095 -0.54484 0.26644
N 2.39935 -0.68674 4.15955
C -1.66418 -1.17903 -5.33927
C 4.47916 -0.94248 1.21452
H -2.44673 -0.47065 -5.60401
H 0.65911 2.60836 -1.69320
C -3.84934 1.96314 -1.38040
H -1.69265 1.83450 -1.06688
C -4.21619 -0.44220 2.29892
N -0.52941 1.41389 -4.89869
H -0.39958 3.35594 -4.02221
C -1.11882 -3.22249 -4.17064
H -3.60608 0.09918 -3.42331
H 5.91811 -2.06716 2.30450
C -0.33906 -2.01980 -3.59954
H -2.33842 -3.15972 -6.01026
C 1.22812 -0.37625 4.64498
H -0.54116 -1.44846 4.44836
C 1.08248 -0.77664 6.10620
O -0.10242 -3.97245 -0.86377
H -3.14188 -2.53358 -4.56283
C -2.25259 0.83498 2.87442
C 0.72420 0.95327 -5.51272
N -2.24135 1.69441 -3.11946
C 3.59274 3.19128 -0.48953
C -1.10972 -1.68848 3.54973
C 3.64163 -1.03482 2.42027
N 2.68607 -0.30421 2.84435
H 2.82646 1.74599 -1.89925
O 3.02350 0.20465 -0.31100
H 2.33845 2.11229 -6.45120
Cl -0.44081 -4.66847 0.35746
C 2.02678 -1.56111 6.76971
H -2.50609 1.48726 2.03395
C 0.71862 -1.49032 8.79323
H -1.58079 3.21107 -5.32062
O -1.85949 -4.46649 0.63808
C 4.15754 -0.30203 -0.04165
H -2.21898 3.34278 -1.80077
H 2.11846 4.34087 2.35769
H -4.15068 -1.10638 4.85690
H -0.28406 -2.05293 -2.51905
N -2.50190 -1.98300 3.93533
N -3.47254 -1.63871 1.74038
H -2.66801 -3.45313 2.46257
H -4.03831 -2.10587 1.03190
N -3.48483 0.17247 3.35010
P -0.93192 -0.33115 2.28907
H 0.57866 -1.76860 9.83180
H 0.53548 0.49578 -6.49478
N 2.59426 3.74134 0.42722
O 0.29560 0.89318 -2.50175
H -3.89389 0.97784 -0.90763
H 4.37074 3.93365 -0.69252
H 0.69076 -2.01521 -3.98779
P -0.90750 0.67244 -3.37131
C -2.18596 -2.59604 -5.08684
C -3.22021 -2.61572 2.88738
N 1.41388 3.20158 -1.35877
H -4.71680 2.92142 -3.11280
C -4.55600 1.90794 -2.73388
H 7.66825 -2.02666 0.56490
H 2.89779 -1.87893 6.21347
C 6.71580 -1.53920 0.39622
C -2.40354 2.26475 -1.76777
Rb 0.68580 -0.89775 -0.46069
H 0.85462 4.28791 -5.83613
C -3.52767 1.18105 -3.59519
O 0.32675 -4.11914 1.44776
H 3.97568 -1.82732 3.10324
C -2.18020 -1.20177 1.10675
C -0.04350 -0.35828 6.80986
C -0.59287 2.87895 -4.99090
C 5.21823 -0.28218 -1.00617
H -0.93273 -1.18800 -6.16475
H 5.00068 0.21591 -1.94585
H 4.04462 2.30200 -0.04858
N -1.05648 -0.84755 -4.07168
H -1.10433 -0.36320 8.67598
C -3.20112 -0.79717 4.40594
O -0.18809 -6.07254 0.20904
H -0.76447 0.25564 6.28399
H 0.15760 3.15458 -7.00691
C 6.44216 -0.87596 -0.79792
C 5.72456 -1.55676 1.36461
C 2.77072 2.82059 -1.73617
S -0.08260 3.93131 0.75210
H -1.74675 -2.11162 0.68714
H -2.58604 -0.31162 5.16388
C 1.57370 2.20888 -5.67781
H 7.19668 -0.83214 -1.57874
H -4.26521 2.70699 -0.69846
H 2.06344 2.43819 -4.72838
H -0.45234 -3.87868 -4.73302
H -1.55655 -3.81418 -3.36820
O 0.20018 0.13786 4.11127
H 3.08404 3.36914 -2.62849
C 1.84538 -1.91626 8.09770
H -4.37086 0.25146 1.47207
C -0.22419 -0.70670 8.14312
H 2.58660 -2.53146 8.59580
C 1.34792 3.61177 -0.07313
H 1.21966 0.20943 -4.88641
H -5.51833 1.39213 -2.71116
H -1.84845 1.45760 3.66881
H -5.17596 -0.81586 2.66889
F -1.76662 -0.32394 -1.79279
```

These are the Mulliken partial charges, in e, on atoms 1 to 99:
1. H 0.26
2. C -0.97
3. H 0.36
4. H 0.22
5. C -0.83
6. H 0.52
7. H 0.32
8. H -0.63
9. N -0.51
10. C -0.57
11. C 0.93
12. H 0.26
13. H 0.03
14. C -0.19
15. H -0.02
16. C -0.85
17. N -0.02
18. H 0.19
19. C -0.57
20. H 0.16
21. H 0.26
22. C 0.75
23. H 0.44
24. C -0.22
25. H -0.24
26. C 0.65
27. O -0.63
28. H 0.21
29. C -1.30
30. C -0.28
31. N 0.52
32. C -0.45
33. C -0.73
34. C -0.55
35. N 0.10
36. H 0.01
37. O 0.22
38. H 0.45
39. Cl 1.81
40. C -0.39
41. H 0.48
42. C -0.32
43. H 0.16
44. O -0.74
45. C -0.28
46. H 0.39
47. H 0.35
48. H 0.30
49. H -1.16
50. N 0.13
51. N 0.29
52. H 0.40
53. H 0.42
54. N 0.18
55. P 1.90
56. H 0.35
57. H 0.26
58. N 0.06
59. O 0.18
60. H -0.37
61. H 0.17
62. H 0.19
63. P -0.66
64. C -0.79
65. C -0.90
66. N -0.13
67. H 0.32
68. C -0.88
69. H 0.34
70. H 0.43
71. C -0.90
72. C -0.28
73. Rb 0.25
74. H 0.39
75. C -0.62
76. O -0.67
77. H 0.13
78. C 0.30
79. C 0.09
80. C -0.38
81. C -0.39
82. H 0.34
83. H 0.29
84. H 0.07
85. N 0.88
86. H 0.36
87. C -0.81
88. O -0.77
89. H 0.38
90. H 0.35
91. C -0.41
92. C -0.79
93. C -0.09
94. S -0.45
95. H 0.13
96. H 0.30
97. C -0.18
98. H 0.38
99. H 0.53

2.
# C36H55EuN4OP2

A structure of composition C36H55EuN4OP2 in a non-equilibrium geometry (wB97M-V/def2-TZVPD, the OMol25 dataset).

Properties
Charge = +1
Spin multiplicity = 8
Frontier orbital gap (spin up / spin down) = 4.71 / 3.73 eV
E_HOMO (spin up / spin down) = -7.01 / -7.13 eV

```
99
C36H55EuN4OP2 wB97M-V/def2-TZVPD
C -3.35031 -2.36344 0.76514
P 3.77782 -0.13916 -0.36563
H -2.52050 -2.23711 1.47878
N 2.37004 0.64763 -0.64783
H -5.97848 -0.46802 -0.52052
H 0.04014 3.86121 -5.29244
C -3.63603 2.56226 1.19593
C -0.63714 -1.65311 5.26367
C 0.30465 3.08255 -4.56934
H 4.99641 -2.37782 2.35764
H 5.33130 2.30429 -0.69167
H 0.04138 -3.87908 3.91208
H 5.20439 0.06072 -3.83924
H -5.22126 -1.98527 -1.09850
C -4.18282 -1.07370 0.61696
P -3.00562 0.20115 -0.18442
H 5.76999 -1.97206 0.80272
Eu -0.06963 -0.05204 0.73821
H -0.60933 -2.41294 6.02857
H -3.00182 3.85644 -1.10021
H -0.31461 1.35124 6.75968
C -2.21436 -1.94473 -3.58551
H 2.18355 0.00440 2.35479
C 1.60705 0.11130 -1.71572
H -4.32030 2.03579 1.87049
C 5.05262 1.92526 -1.68317
H 2.04210 -1.63046 1.53448
H -3.22959 0.65191 -2.59622
C -5.05257 2.03065 -0.81731
H 1.00348 2.72377 -1.24428
C -1.17031 -2.79485 -3.94595
H 4.20836 -2.81670 0.82163
H 0.37957 -3.09521 2.35397
H -3.75122 -0.31933 2.64494
C 1.40377 -1.19214 -1.79199
H -4.18860 -0.75088 -2.17028
C 4.96891 0.39018 -1.71490
C 0.43874 2.26730 2.42362
H -2.93401 -2.70867 -0.19111
H -2.62608 2.46931 -2.13970
H 4.10140 -1.11947 -3.07519
H -1.29992 -3.52267 2.81203
C 1.07399 1.12514 -2.69509
C 4.04310 -0.70222 1.38660
C -2.66547 2.80776 -1.09703
C -4.60827 -0.57941 2.00860
C 0.13596 -1.74582 -2.23588
C -0.81573 -0.28752 5.46262
H 5.85574 0.51507 1.65902
C 4.41373 -0.06529 -3.08522
C -0.50565 -1.84497 3.88171
H 0.26830 4.44350 -2.88647
H 3.55304 0.54036 -3.39638
H -5.29246 0.27836 1.95518
C 6.35168 -0.26980 -1.49837
C 4.80718 -2.04505 1.32829
C -3.22282 -0.26080 -1.97281
H 2.90143 -1.44629 3.06147
H -0.75240 -0.17169 7.55681
C 0.86355 2.45433 -2.29332
H 2.14104 -1.89575 -1.38666
H -1.25586 -3.42983 -4.82579
C 0.46107 3.42291 -3.22128
N -0.98537 -1.18653 -1.68027
N -0.80872 0.26832 4.24442
C -0.98609 0.48305 6.70787
H -5.79543 1.56355 -0.15669
H 7.03815 0.08790 -2.28179
H -5.33895 3.08738 -0.93035
C -0.33789 -3.13850 3.18999
H -3.12914 -1.87331 -4.16813
H -4.00004 -3.16170 1.15560
H 5.80604 2.24707 -2.41663
C 2.69396 -0.94177 2.10699
C -3.63812 1.98119 -0.22878
H 0.43169 1.49926 -6.04159
C 4.85453 0.39022 2.09647
H -5.11435 1.57020 -1.81241
C 0.01200 -2.74891 -3.21834
H 4.08969 2.37725 -1.95119
O 0.55723 3.17489 3.12943
C -5.44244 -1.37516 -0.21317
H 0.96794 -0.25833 -4.37639
H 4.99038 0.11289 3.15046
H -2.02095 0.83339 6.83421
C 0.86407 0.77885 -4.04482
C 0.52457 1.76331 -4.98360
H -2.63311 2.55090 1.64701
H 0.86091 -3.40439 -3.43049
C -2.09696 -1.17503 -2.42453
H -0.95346 1.25291 4.04206
N -0.58875 -0.64470 3.24129
H -5.15473 -1.39133 2.51207
H 6.28234 -1.36694 -1.56135
H -6.13004 -1.96420 0.41445
H 4.33438 1.35699 2.06363
H -3.96350 3.60999 1.14328
H 6.78731 -0.02132 -0.52040
H -1.63946 2.79109 -0.69856
```

Formally, the Mulliken partial charges of the atoms, in units of the elementary charge, are as follows:
1. C -1.47
2. P -0.04
3. H -0.11
4. N -0.05
5. H 0.24
6. H 0.43
7. C -1.57
8. C -1.02
9. C -0.55
10. H 0.53
11. H 0.32
12. H 0.38
13. H 0.57
14. H 0.44
15. C 1.99
16. P 1.22
17. H 0.39
18. Eu 0.75
19. H 0.48
20. H 0.64
21. H 0.35
22. C -0.72
23. H 0.03
24. C -0.27
25. H 0.28
26. C -1.56
27. H -0.18
28. H 0.59
29. C -1.65
30. H 0.60
31. C -0.74
32. H 0.32
33. H 0.17
34. H 0.30
35. C -0.26
36. H 0.61
37. C 1.78
38. C 0.06
39. H 0.20
40. H 0.36
41. H 0.25
42. H 0.33
43. C 0.35
44. C 2.26
45. C -1.70
46. C -2.03
47. C -0.73
48. C 0.44
49. H 0.31
50. C -1.50
51. C 0.46
52. H 0.45
53. H 0.24
54. H 0.35
55. C -1.75
56. C -1.82
57. C -1.23
58. H 0.74
59. H 0.35
60. C -0.11
61. H 0.49
62. H 0.43
63. C -0.84
64. N 0.98
65. N 0.01
66. C -1.29
67. H 0.30
68. H 0.48
69. H 0.51
70. C -1.38
71. H 0.54
72. H 0.59
73. H 0.47
74. C -1.55
75. C 1.57
76. H 0.45
77. C -1.73
78. H 0.28
79. C -0.89
80. H 0.19
81. O -0.34
82. C -1.77
83. H 0.38
84. H 0.49
85. H 0.28
86. C 0.02
87. C -0.92
88. H 0.12
89. H 0.51
90. C -0.32
91. H 0.14
92. N 0.46
93. H 0.54
94. H 0.39
95. H 0.52
96. H 0.39
97. H 0.52
98. H 0.31
99. H 0.14

ΔE to the lowest compared entry with this formula, charge and spin across the listed records, respectively: 44.0; 124.9 kcal per mole.